94
Properties=species:S:1:pos:R:3:mulliken_charge:R:1 method="wB97M-V/def2-TZVPD" gap_ev=8.0 total_energy_ha=-6344.06837 relative_energy_kcal_mol=0.0
Lu 1.27054 1.84253 0.36612 1.35
As -0.85300 -4.01845 0.94125 0.17
P -0.35721 0.30459 2.15637 1.12
P 2.56578 2.34271 -2.74173 0.57
O -0.73451 2.85486 -0.39367 -0.59
O 4.18211 3.55904 2.82408 -0.60
O 2.34909 3.15682 1.58837 -0.93
O 3.19347 0.76668 0.92788 -0.77
O 4.71694 0.66198 2.49736 -0.67
C -2.10018 -3.95832 -0.56438 0.13
C -4.13967 -4.06546 3.69582 -0.51
C -0.19017 -0.77125 -3.37489 -0.80
C 0.35555 0.49172 -3.39516 0.00
C -2.74555 1.68277 2.01655 -0.55
C 2.34105 -0.30855 -2.34501 -0.41
C 0.54980 -1.84212 -2.89427 -0.11
C -1.31896 -4.07768 3.73845 -0.57
C -2.05130 -4.15011 4.95957 -0.64
C 3.59345 2.26920 -4.27921 0.22
C 1.62340 0.75263 -2.87724 0.10
C -2.23331 -4.68639 -2.88673 -0.73
C 1.70396 -1.27179 6.01243 -0.71
C -3.43486 -4.09798 2.47452 -0.06
C -0.30927 -0.68878 4.75886 -0.50
C 1.24529 3.61213 -3.22288 0.05
C 4.74199 3.05691 -4.22980 -0.34
C 0.01728 5.17447 -4.67471 -0.76
C 1.81308 -0.56564 3.70526 -0.30
C -3.77855 2.47568 2.45397 -0.71
C 0.18748 2.86418 -1.21813 0.35
C 0.32561 -1.14057 5.92660 -0.79
C 3.39561 1.43046 -5.41155 -0.02
C -2.03351 -4.08982 2.53898 0.13
C -1.19249 -1.12629 1.47482 -0.72
C 0.08959 3.58601 -2.42352 0.15
C -3.89068 -3.20574 -2.04421 -0.95
C -1.59421 -4.67796 -1.63096 -0.62
C -1.11804 5.06791 -3.91553 -0.52
C 1.83904 -1.62378 -2.36175 -0.89
C -0.20608 -2.20319 1.12040 -0.91
C 4.32779 1.44077 -6.44564 -0.64
C 0.46570 -0.37259 3.61442 0.19
C -3.25328 -3.16705 -0.80641 0.48
C -3.45426 -4.02764 4.89684 -0.53
C -3.64890 3.11498 3.69222 -0.37
C 3.86119 1.30284 1.90898 0.88
C -3.36498 -3.94262 -3.05539 -0.31
C 2.42740 -0.95523 4.88228 -0.62
C 5.49950 2.18281 -6.32015 -0.48
C -1.05744 4.29789 -2.77115 -0.37
C -1.50588 2.14668 3.99210 -0.46
C 5.65861 3.01102 -5.25649 -0.56
C -2.51071 2.98180 4.45729 -0.79
C 3.48549 2.75872 2.22703 0.44
C -1.64331 1.40695 2.83925 0.40
C 1.14913 4.43446 -4.34021 -0.49
H -0.30120 -1.28256 6.78767 0.50
H -3.71085 -2.58355 -0.01759 0.47
H 6.23261 2.13912 -7.10747 0.39
H 0.30678 -1.97528 0.16041 -0.12
H -2.09520 5.59859 -4.16889 0.31
H -5.27837 -3.99443 3.71314 0.29
H 4.20115 0.86639 -7.35503 0.39
H -4.03892 -3.91924 5.78493 0.42
H 3.31646 -0.07630 -1.93490 0.33
H -1.92448 4.35511 -2.13171 0.46
H -4.69593 2.55658 1.87438 0.41
H 0.00273 5.73874 -5.62942 0.35
H 0.04604 -2.80100 -3.01894 0.36
H -1.99944 -1.43772 2.16279 0.44
H -1.17890 -0.94769 -3.81229 0.47
H 4.95146 3.69706 -3.39924 0.41
H -1.37303 -0.48137 4.76757 0.47
H -0.27308 -4.13257 3.77633 0.43
H -4.83954 -2.62932 -2.17899 0.34
H 3.51676 -1.02818 4.87673 0.49
H -0.23151 1.31952 -3.83195 0.41
H -1.84463 -5.31273 -3.65113 0.47
H -3.91951 -4.17171 1.50482 0.54
H 2.49623 -2.39759 -1.97511 0.39
H -3.85548 -3.97760 -4.02628 0.39
H -2.86736 1.18866 1.09063 0.32
H 2.48476 -0.30296 2.88684 0.50
H 0.58889 -2.42633 1.89556 0.59
H -4.45984 3.78235 4.00869 0.35
H -1.43629 -4.17089 5.86719 0.40
H -0.61032 -5.13896 -1.52610 0.35
H 2.17806 -1.53845 6.96875 0.39
H 1.99630 4.39397 -5.00881 0.45
H 2.51409 0.75369 -5.48162 0.30
H -2.38529 3.52092 5.39688 0.42
H -1.72622 -0.87145 0.56089 0.69
H -0.58284 2.05696 4.51360 0.60
H 6.54127 3.63305 -5.14963 0.36